3 unconnected molecules or ions with the total composition C19H31F4N2O2P3S. Source: the OMol25 dataset; level of theory: ωB97M-V/def2-TZVPD.

```
! RIJCOSX wB97M-V def2-TZVPD def2/J DEFGRID3
* xyz 0 1
C 4.30 -3.60 -1.18
P 2.63 -2.80 -1.03
C 1.76 -3.70 -2.36
P 3.03 -0.67 -1.63
S 1.84 -0.90 -3.65
C 4.57 -0.17 -2.54
C 5.14 1.22 -2.22
O 6.17 1.19 -1.23
C 5.69 1.88 -3.50
N 6.04 3.28 -3.37
P 4.01 -0.11 0.44
N 2.86 -0.80 1.51
O 5.24 -1.24 0.53
C 1.59 0.58 -1.21
F 0.51 -0.16 -0.85
F 1.93 1.35 -0.15
C 1.14 1.59 -2.30
F 0.43 2.58 -1.69
F 2.25 2.17 -2.83
H 4.77 -3.64 -0.20
H 4.98 -3.10 -1.89
H 4.12 -4.62 -1.53
H 0.76 -3.29 -2.50
H 2.28 -3.75 -3.31
H 1.66 -4.72 -1.96
H 2.67 -1.77 -4.24
H 4.33 -0.21 -3.61
H 5.35 -0.94 -2.38
H 4.38 1.88 -1.79
H 6.72 0.41 -1.36
H 4.98 1.76 -4.33
H 6.60 1.32 -3.77
H 5.26 3.82 -3.02
H 6.81 3.38 -2.72
H 2.84 -0.25 2.36
H 3.01 -1.77 1.73
H 5.42 -1.71 -0.28
H 0.51 1.15 -3.07
C -2.25 -0.46 0.73
C -2.28 0.84 0.25
C -3.44 1.60 0.36
C -4.57 1.06 0.96
C -4.54 -0.24 1.44
C -3.39 -1.00 1.33
H -1.35 -1.05 0.65
H -1.40 1.27 -0.21
H -3.46 2.61 -0.02
H -5.47 1.65 1.05
H -5.42 -0.66 1.91
H -3.37 -2.02 1.70
C -9.25 1.21 3.98
C -9.41 0.62 5.22
C -8.30 0.31 6.00
C -7.03 0.59 5.53
C -6.86 1.18 4.28
C -7.97 1.49 3.51
H -10.11 1.45 3.37
H -10.41 0.41 5.59
H -8.43 -0.15 6.97
H -6.16 0.35 6.13
H -5.87 1.40 3.91
H -7.84 1.94 2.53
*
```

Computed properties:
SMILES = CP(C)P(S)(C[C@@H](O)CN)(P(N)O)C(F)(F)C(F)F.c1ccccc1.c1ccccc1
Calculated total energy = -2824.24492 Ha
E_LUMO = 0.0090 hartree
Kohn-Sham gap = 7.676 eV

Mulliken atomic charge list, values in e, 5 entries: atom 1 (C): -1.278, atom 2 (P): 0.365, atom 3 (C): -1.169, atom 4 (P): 0.108, atom 5 (S): -0.491



C8H9ClN4 in the gas phase in a non-equilibrium geometry. Source: the OMol25 dataset; level of theory: ωB97M-V/def2-TZVPD.

```
! RIJCOSX wB97M-V def2-TZVPD def2/J DEFGRID3
* xyz 0 1
C -1.07 2.69 1.61
C -0.84 2.63 0.18
C -0.99 1.48 2.30
C -0.21 1.45 -0.33
C -0.51 0.26 1.74
C -0.12 0.23 0.42
C 1.54 -0.14 -2.00
C -0.35 -2.51 0.00
N 0.33 -2.21 -2.04
N 0.84 -1.03 -1.37
N -0.63 -2.82 -1.21
N 0.40 -0.93 -0.15
Cl 1.20 -3.38 0.90
H -1.49 3.48 2.10
H -1.03 3.39 -0.61
H -1.02 1.42 3.42
H 0.17 1.41 -1.35
H -0.35 -0.69 2.32
H 2.09 -0.37 -2.90
H 1.94 0.79 -1.64
H -1.11 -2.43 0.73
H 1.20 -2.74 -2.13
*
```

Computed properties:
Relative energy (zero: lowest compared OMol25 entry of this formula, charge and spin) = 131.10 kcal/mol
Calculated total energy = -989.24023 Ha
E_LUMO (alpha / beta) = -0.0187 / -0.0187 hartree
Kohn-Sham gap (alpha / beta) = 7.760 / 7.759 eV

Mulliken atomic charge list, values in e, 5 entries: atom 1 (C): -0.674, atom 2 (C): -0.544, atom 3 (C): -0.363, atom 4 (C): -0.467, atom 5 (C): -0.204



A molecular structure, C3H11N3 in a non-equilibrium geometry. Source: the OMol25 dataset; level of theory: ωB97M-V/def2-TZVPD.

```
! RIJCOSX wB97M-V def2-TZVPD def2/J DEFGRID3
* xyz 0 1
C 1.54 0.88 -0.06
C 1.34 -1.46 0.40
N 0.77 -0.32 -0.26
H -0.41 -0.39 -0.93
H 2.35 -1.70 0.02
H 1.45 -1.30 1.48
H 0.97 1.75 -0.41
H 2.49 0.87 -0.63
H 1.80 1.05 0.99
H 0.71 -2.34 0.25
N -1.87 1.07 0.80
C -1.83 -0.28 -1.01
N -1.88 -0.17 0.35
H -1.44 1.80 0.23
H -1.63 1.14 1.78
H -2.22 -1.22 -1.39
H -2.15 0.59 -1.60
*
```

Computed properties:
Relative energy (zero: lowest compared OMol25 entry of this formula, charge and spin) = 113.07 kcal/mol
Calculated total energy = -284.99764 Ha
E_LUMO (alpha / beta) = -0.0018 / -0.0017 hartree
Kohn-Sham gap (alpha / beta) = 6.926 / 6.928 eV

Mulliken atomic charge list, values in e, 5 entries: atom 1 (C): -1.045, atom 2 (C): -0.998, atom 3 (N): -0.230, atom 4 (H): 0.444, atom 5 (H): 0.279



2 unconnected molecules or ions with the total composition C5H13N3O2 in a non-equilibrium geometry. Source: the OMol25 dataset; level of theory: ωB97M-V/def2-TZVPD.

```
! RIJCOSX wB97M-V def2-TZVPD def2/J DEFGRID3
* xyz 0 1
C 0.57 -2.02 -3.57
C 0.34 -1.36 -2.26
O -0.50 -1.70 -1.47
O 1.25 -0.43 -1.96
H 0.65 -3.09 -3.40
H 1.51 -1.72 -4.04
H -0.24 -1.78 -4.26
C -0.99 1.11 0.48
C -2.15 1.84 1.18
C 0.82 0.03 1.75
N -0.55 0.04 1.41
N 1.69 0.16 0.81
N 1.22 0.06 3.07
H -1.38 0.65 -0.42
H -0.19 1.81 0.25
H -1.72 2.37 2.05
H -2.83 1.09 1.59
H -0.86 -0.86 1.06
H 1.16 -0.05 -1.03
H 2.65 0.30 1.09
H 1.64 0.96 3.29
H 0.53 -0.06 3.79
H -2.61 2.66 0.62
*
```

Computed properties:
SMILES = [H]/N=C(\N)NCC.CC(=O)O
Relative energy (zero: lowest compared OMol25 entry of this formula, charge and spin) = 15.15 kcal/mol
Calculated total energy = -513.07116 Ha
E_LUMO = 0.0293 hartree
Kohn-Sham gap = 10.191 eV

Mulliken atomic charge list, values in e, 5 entries: atom 1 (C): -1.011, atom 2 (C): 0.801, atom 3 (O): -0.550, atom 4 (O): -0.482, atom 5 (H): 0.288



2 unconnected molecules or ions with the total composition C4H14NO2 in a non-equilibrium geometry. Source: the OMol25 dataset; level of theory: ωB97M-V/def2-TZVPD.

```
! RIJCOSX wB97M-V def2-TZVPD def2/J DEFGRID3
* xyz 0 2
C -0.14 1.80 0.46
O -0.92 1.57 1.67
C -0.46 0.64 -0.53
C 0.81 0.18 -1.26
C 0.51 -0.95 -2.26
N -1.06 -0.54 0.21
H -0.24 2.86 0.23
H 0.92 1.63 0.80
H -0.30 1.62 2.40
H -1.25 1.08 -1.16
H 1.28 1.11 -1.61
H 1.66 -0.22 -0.65
H -0.43 -0.85 -2.78
H 1.29 -1.11 -3.03
H 0.59 -1.96 -1.84
H -1.03 -1.43 -0.36
H -2.07 -0.39 0.36
H -0.47 -0.61 1.13
H 1.19 -1.54 2.37
H -0.20 -1.70 3.24
O 0.31 -1.19 2.61
*
```

Computed properties:
Relative energy (zero: lowest compared OMol25 entry of this formula, charge and spin) = 46.30 kcal/mol
Calculated total energy = -365.87925 Ha
E_LUMO (alpha / beta) = 0.0271 / 0.0200 hartree
Kohn-Sham gap (alpha / beta) = 3.637 / 11.432 eV

Mulliken atomic charge list, values in e, 5 entries: atom 1 (C): -0.984, atom 2 (O): -0.273, atom 3 (C): -0.311, atom 4 (C): -0.192, atom 5 (C): -1.721



2 unconnected molecules or ions with the total composition C2H11N3O in a non-equilibrium geometry. Source: the OMol25 dataset; level of theory: ωB97M-V/def2-TZVPD.

```
! RIJCOSX wB97M-V def2-TZVPD def2/J DEFGRID3
* xyz 0 1
N -4.61 -0.47 1.02
C -3.23 0.28 0.75
N -2.32 -0.70 0.13
H -4.44 -1.35 1.39
H -5.25 -0.45 0.21
H -3.04 0.62 1.74
H -3.47 1.16 0.15
H -2.45 -0.62 -0.90
H -1.39 -0.43 0.29
N 4.13 -0.56 -1.26
C 3.54 0.68 -0.74
O 2.59 0.80 0.30
H 4.32 -1.10 -0.45
H 3.63 -0.91 -2.07
H 2.93 1.30 -1.56
H 4.49 1.00 -0.44
H 1.68 0.68 -0.08
*
```

Computed properties:
SMILES = NCN.NCO
Relative energy (zero: lowest compared OMol25 entry of this formula, charge and spin) = 41.29 kcal/mol
Calculated total energy = -322.21893 Ha
E_LUMO = 0.0155 hartree
Kohn-Sham gap = 9.448 eV

Mulliken atomic charge list, values in e, 5 entries: atom 1 (N): -0.587, atom 2 (C): -0.279, atom 3 (N): -0.610, atom 4 (H): 0.223, atom 5 (H): 0.196



What did the first record say?
3 unconnected molecules or ions with the total composition C19H31F4N2O2P3S. Source: the OMol25 dataset; level of theory: ωB97M-V/def2-TZVPD.

```
! RIJCOSX wB97M-V def2-TZVPD def2/J DEFGRID3
* xyz 0 1
C 4.30 -3.60 -1.18
P 2.63 -2.80 -1.03
C 1.76 -3.70 -2.36
P 3.03 -0.67 -1.63
S 1.84 -0.90 -3.65
C 4.57 -0.17 -2.54
C 5.14 1.22 -2.22
O 6.17 1.19 -1.23
C 5.69 1.88 -3.50
N 6.04 3.28 -3.37
P 4.01 -0.11 0.44
N 2.86 -0.80 1.51
O 5.24 -1.24 0.53
C 1.59 0.58 -1.21
F 0.51 -0.16 -0.85
F 1.93 1.35 -0.15
C 1.14 1.59 -2.30
F 0.43 2.58 -1.69
F 2.25 2.17 -2.83
H 4.77 -3.64 -0.20
H 4.98 -3.10 -1.89
H 4.12 -4.62 -1.53
H 0.76 -3.29 -2.50
H 2.28 -3.75 -3.31
H 1.66 -4.72 -1.96
H 2.67 -1.77 -4.24
H 4.33 -0.21 -3.61
H 5.35 -0.94 -2.38
H 4.38 1.88 -1.79
H 6.72 0.41 -1.36
H 4.98 1.76 -4.33
H 6.60 1.32 -3.77
H 5.26 3.82 -3.02
H 6.81 3.38 -2.72
H 2.84 -0.25 2.36
H 3.01 -1.77 1.73
H 5.42 -1.71 -0.28
H 0.51 1.15 -3.07
C -2.25 -0.46 0.73
C -2.28 0.84 0.25
C -3.44 1.60 0.36
C -4.57 1.06 0.96
C -4.54 -0.24 1.44
C -3.39 -1.00 1.33
H -1.35 -1.05 0.65
H -1.40 1.27 -0.21
H -3.46 2.61 -0.02
H -5.47 1.65 1.05
H -5.42 -0.66 1.91
H -3.37 -2.02 1.70
C -9.25 1.21 3.98
C -9.41 0.62 5.22
C -8.30 0.31 6.00
C -7.03 0.59 5.53
C -6.86 1.18 4.28
C -7.97 1.49 3.51
H -10.11 1.45 3.37
H -10.41 0.41 5.59
H -8.43 -0.15 6.97
H -6.16 0.35 6.13
H -5.87 1.40 3.91
H -7.84 1.94 2.53
*
```

Computed properties:
SMILES = CP(C)P(S)(C[C@@H](O)CN)(P(N)O)C(F)(F)C(F)F.c1ccccc1.c1ccccc1
Calculated total energy = -2824.24492 Ha
E_LUMO = 0.0090 hartree
Kohn-Sham gap = 7.676 eV

Mulliken atomic charge list, values in e, 5 entries: atom 1 (C): -1.278, atom 2 (P): 0.365, atom 3 (C): -1.169, atom 4 (P): 0.108, atom 5 (S): -0.491



Copy entry 3 word for word.
A molecular structure, C3H11N3 in a non-equilibrium geometry. Source: the OMol25 dataset; level of theory: ωB97M-V/def2-TZVPD.

```
! RIJCOSX wB97M-V def2-TZVPD def2/J DEFGRID3
* xyz 0 1
C 1.54 0.88 -0.06
C 1.34 -1.46 0.40
N 0.77 -0.32 -0.26
H -0.41 -0.39 -0.93
H 2.35 -1.70 0.02
H 1.45 -1.30 1.48
H 0.97 1.75 -0.41
H 2.49 0.87 -0.63
H 1.80 1.05 0.99
H 0.71 -2.34 0.25
N -1.87 1.07 0.80
C -1.83 -0.28 -1.01
N -1.88 -0.17 0.35
H -1.44 1.80 0.23
H -1.63 1.14 1.78
H -2.22 -1.22 -1.39
H -2.15 0.59 -1.60
*
```

Computed properties:
Relative energy (zero: lowest compared OMol25 entry of this formula, charge and spin) = 113.07 kcal/mol
Calculated total energy = -284.99764 Ha
E_LUMO (alpha / beta) = -0.0018 / -0.0017 hartree
Kohn-Sham gap (alpha / beta) = 6.926 / 6.928 eV

Mulliken atomic charge list, values in e, 5 entries: atom 1 (C): -1.045, atom 2 (C): -0.998, atom 3 (N): -0.230, atom 4 (H): 0.444, atom 5 (H): 0.279



> calculated total energy of number 2 (C8H9ClN4)?

-989.24023 Ha